No. 1
83
Properties=species:S:1:pos:R:3 method="wB97M-V/def2-TZVPD" lumo_ev=2.4 total_charge=-1 homo_lumo_gap_ha=0.1907 mol_weight_g_mol=630.9
C -1.59022 -2.66574 -0.31327
C -1.60760 -1.94700 1.00507
C -2.62865 -1.01850 1.46009
C -3.89436 -0.66476 0.76231
C -2.42035 -0.76352 2.83137
C -3.29562 0.13949 3.61606
C -1.31322 -1.55950 3.26235
C -0.95700 -1.85733 4.66794
C -0.72667 -2.19884 2.10867
C 0.42516 -3.17033 2.07005
Zr -0.30113 0.10867 0.88279
C 1.10061 -0.87087 -0.57168
C -1.56581 1.34536 -0.44131
C 1.14194 2.04480 1.39199
C 1.36379 2.77681 0.11759
C 0.10117 2.29604 2.36348
C -0.89989 3.41011 2.31744
C 0.44486 1.56574 3.54935
C -0.36543 1.68669 4.78070
C 1.57976 0.75108 3.27559
C 2.19953 -0.29640 4.11740
C 2.04849 1.06685 1.95742
C 3.36272 0.62661 1.41611
H -2.54025 -3.19956 -0.49855
H -1.43571 -1.98910 -1.17569
H -0.78530 -3.42032 -0.33821
H -4.75554 -1.23850 1.14771
H -4.10979 0.39974 0.94797
H -3.85667 -0.82789 -0.32653
H -4.02139 -0.42268 4.24083
H -2.70987 0.80550 4.25193
H -3.83597 0.81565 2.93224
H -1.51707 -2.74460 5.05154
H 0.09977 -2.07061 4.81577
H -0.20343 0.90937 5.51934
H 0.07382 -4.20151 2.29737
H 0.89328 -3.19225 1.07595
H 1.19996 -2.88024 2.79574
H 2.12331 -0.47172 -0.52892
H 1.22239 -1.96133 -0.47415
H 0.74791 -0.71918 -1.60939
H -1.62451 2.40976 -0.16543
H -1.10340 1.33976 -1.44664
H -2.60521 0.99831 -0.54753
H 2.31757 3.32915 0.13640
H 1.41291 2.08403 -0.73765
H 0.56048 3.50027 -0.07793
H -0.41349 4.39551 2.20206
H -1.62170 3.30440 1.50632
H -1.47604 3.44633 3.25302
H -0.34474 2.71189 5.19444
H -1.39092 1.56843 4.45850
H -1.19523 -1.03035 5.34212
H 3.23314 -0.02271 4.39559
H 1.61668 -0.52114 5.02970
H 2.26253 -1.23367 3.55037
H 4.20500 1.08255 1.97013
H 3.46003 -0.46726 1.51126
H 3.45006 0.90080 0.35680
F 3.44634 3.91230 -1.98526
C 3.02701 2.86629 -2.79765
C 2.02371 3.12976 -3.72527
C 1.63762 2.03248 -4.50738
F 0.65449 2.24826 -5.44476
C 2.19798 0.77216 -4.39052
C 3.22737 0.50639 -3.42247
C 3.76478 -0.80897 -3.31274
C 4.79171 -1.33716 -2.47830
C 5.19478 -2.70969 -2.62903
C 6.18632 -3.25088 -1.82800
F 6.55468 -4.56529 -2.00743
C 6.85520 -2.53243 -0.82693
C 6.45323 -1.20750 -0.67931
F 7.04199 -0.45640 0.32174
C 5.48751 -0.59981 -1.46664
C 3.62938 1.62883 -2.62848
H 1.58267 4.11329 -3.82715
H 1.85932 -0.03345 -5.04438
H 3.34687 -1.52725 -4.02083
H 4.71294 -3.32754 -3.38824
H 7.62728 -2.97076 -0.20682
H 5.28161 0.44633 -1.29473
H 4.41741 1.54909 -1.89389



No. 2
120
Properties=species:S:1:pos:R:3 method="wB97M-V/def2-TZVPD" lumo_ev=-0.1 total_charge=0 homo_lumo_gap_ha=0.3250 mol_weight_g_mol=3348.5
C 2.73566 0.41882 -3.64905
C 3.41216 1.38710 -2.68119
N 4.23947 0.72872 -1.67411
N 3.42532 0.07322 -0.66063
C 4.22800 -0.37911 0.41952
O 3.80523 -0.62789 1.51793
O 5.57697 -0.46164 0.11960
C 6.08608 -1.78520 0.24127
C 6.60727 -2.21709 -1.13601
O 7.66848 -1.91645 -1.56077
I 5.23736 -3.48831 -2.26370
H 1.72221 0.75085 -3.85578
H 2.73736 -0.58259 -3.22711
H 3.30114 0.38307 -4.57635
H 4.11583 1.99385 -3.25427
H 2.70970 2.09592 -2.22890
H 4.69984 1.48696 -1.18268
H 2.94962 -0.71832 -1.08185
H 5.34875 -2.48342 0.62949
H 6.95375 -1.75878 0.89889
C -0.21000 -3.03382 -2.86563
Cl -0.75257 -4.70059 -2.67284
Cl 0.94726 -2.63793 -1.58984
Cl 0.54212 -2.83730 -4.45027
Cl -1.58273 -1.93771 -2.71546
C 8.33036 2.48575 -3.18665
Cl 9.90151 2.52665 -2.38710
Cl 8.37064 1.31658 -4.51384
Cl 7.08779 2.01047 -2.02952
Cl 7.95121 4.08867 -3.83102
C 12.35801 3.70237 0.98065
Cl 13.92612 3.77431 1.78721
Cl 12.42412 2.51771 -0.32853
Cl 11.11710 3.22360 2.14078
Cl 11.96162 5.28808 0.31374
C 0.98947 -4.35042 2.24029
Cl 1.55532 -5.95043 1.74197
Cl 0.73656 -4.33087 3.98289
Cl 2.19000 -3.12547 1.81170
Cl -0.53255 -3.99049 1.42299
C -3.71657 -2.94243 4.06943
Cl -3.08223 -4.21450 5.12321
Cl -2.39760 -1.86473 3.62020
Cl -4.40708 -3.68037 2.61669
Cl -4.96669 -2.04669 4.93081
C -5.40301 -2.30523 -3.99071
Cl -4.70807 -2.65291 -5.57573
Cl -4.63089 -0.86972 -3.31301
Cl -7.13456 -2.00616 -4.15760
Cl -5.13372 -3.68115 -2.91544
C -5.05338 3.20210 -1.87376
Cl -3.51673 2.32300 -1.96919
Cl -5.14325 4.05525 -0.32968
Cl -5.13880 4.36596 -3.19602
Cl -6.39117 2.05696 -1.99754
C -7.18349 -3.53776 8.35995
Cl -5.73265 -4.00283 7.47292
Cl -6.86965 -3.61607 10.09618
Cl -7.62973 -1.88510 7.91672
Cl -8.50496 -4.63339 7.94861
C 1.08751 0.09367 4.81620
Cl 1.65738 -1.12976 5.95697
Cl 2.41388 1.17283 4.38842
Cl 0.48629 -0.69636 3.35691
Cl -0.22642 1.01707 5.55665
C -0.59648 -4.16661 8.73722
Cl 0.17055 -4.58803 7.20194
Cl 0.06085 -2.63538 9.31945
Cl -2.34046 -4.00973 8.50835
Cl -0.27156 -5.44060 9.91551
C 4.11629 2.41951 -7.11298
Cl 3.07740 0.99135 -7.02443
Cl 5.55878 2.16265 -6.13013
Cl 4.57617 2.71625 -8.79096
Cl 3.23406 3.81945 -6.48456
C -1.16614 6.30498 0.19121
Cl 0.58964 6.10675 0.19357
Cl -1.74981 6.37422 1.85433
Cl -1.59605 7.79986 -0.64741
Cl -1.90314 4.93539 -0.64563
C -0.16575 -8.65958 5.98609
Cl -1.50997 -7.64810 6.52320
Cl 0.61888 -7.91582 4.58857
Cl 1.00444 -8.81802 7.30197
Cl -0.77025 -10.25808 5.54801
C 2.68826 7.49667 -3.10891
Cl 1.63472 8.71835 -2.39356
Cl 3.48705 8.16683 -4.53403
Cl 3.90553 7.00533 -1.92660
Cl 1.72871 6.09037 -3.58105
C 6.00137 4.86462 -11.92837
Cl 6.92773 5.02660 -13.42116
Cl 5.63542 3.15767 -11.64623
Cl 6.94433 5.48897 -10.57366
Cl 4.49268 5.76987 -12.06490
C -5.97538 6.43822 3.67477
Cl -6.06089 5.43875 5.12682
Cl -4.87927 7.79424 3.95506
Cl -5.36842 5.46727 2.32875
Cl -7.58323 7.04954 3.28122
C -9.97208 -0.55489 -7.16105
Cl -11.21917 0.61969 -7.57581
Cl -10.45213 -2.15817 -7.72265
Cl -8.44668 -0.09602 -7.92238
Cl -9.76168 -0.58639 -5.40606
C 1.43876 4.84619 6.28647
Cl 1.96389 3.53753 7.34816
Cl 2.49746 6.24249 6.51778
Cl 1.51615 4.32386 4.60247
Cl -0.22350 5.29466 6.68290
C -13.63903 3.35575 -5.74714
Cl -14.78609 2.04900 -5.44385
Cl -12.09780 2.97736 -4.97545
Cl -13.40125 3.53346 -7.49120
Cl -14.27356 4.86516 -5.08761
C -1.43960 -14.23492 7.46567
Cl -2.62727 -14.06571 6.16752
Cl -0.61277 -12.69446 7.69902
Cl -2.26186 -14.70143 8.95721
Cl -0.26378 -15.47743 7.02749



No. 3
31
Properties=species:S:1:pos:R:3 method="wB97M-V/def2-TZVPD" lumo_ev="0.5 / -0.4" total_charge=0 homo_lumo_gap_ha="0.2784 / 0.2568" mol_weight_g_mol=208.7
C -2.91914 -2.27480 0.33587
C -2.02566 -2.14841 -0.73322
C -3.45467 -1.13492 0.96333
C -1.52676 -0.87712 -1.02428
C -2.91013 0.16922 0.71725
C -1.81906 0.25701 -0.20958
C 0.07378 1.62044 -1.28744
C 1.06913 1.69873 -0.17517
C -1.27068 1.54648 -0.51569
C 1.09357 -0.34997 1.28946
C 3.25850 0.88097 0.68728
C 2.08282 -0.49608 -0.93843
C 1.84264 0.47494 0.18342
Cl -1.63031 2.99963 0.24331
H -3.32182 -3.21349 0.64519
H -1.89916 -3.04649 -1.42463
H -4.18403 -1.23875 1.68371
H -0.69448 -0.92934 -1.88934
H -3.41156 1.05077 1.17710
H 0.09471 2.65977 -1.83160
H 0.24440 0.77046 -1.90155
H 1.12421 2.56898 0.59934
H 0.80673 0.26169 2.15207
H 1.79324 -1.00567 1.63330
H 0.25644 -0.89333 0.79372
H 3.14512 1.74485 1.27912
H 3.73067 0.09546 1.30838
H 3.92576 1.01151 -0.22778
H 2.54190 0.04813 -1.81475
H 1.16428 -0.99517 -1.22319
H 2.81953 -1.25551 -0.49519



No. 4
10
Properties=species:S:1:pos:R:3 method="wB97M-V/def2-TZVPD" lumo_ev=-0.7 total_charge=0 homo_lumo_gap_ha=0.3666 mol_weight_g_mol=269.8
C -0.49494 0.04131 0.45289
C 0.89568 0.05103 1.02003
C -0.63742 0.04304 -1.14987
O -1.43477 0.26517 1.11871
F 1.03940 -0.64650 2.19154
F 1.82395 -0.42476 0.21437
F 0.28910 0.85144 -1.67574
Br -0.26506 -1.78050 -1.93726
Br -2.50899 0.52671 -1.57847
H 1.29305 1.07307 1.34381



No. 5
71
Properties=species:S:1:pos:R:3 method="wB97M-V/def2-TZVPD" lumo_ev=-2.6 total_charge=0 homo_lumo_gap_ha=0.0848 mol_weight_g_mol=626.9
Rb 26.51129 -2.68985 -24.39314
C 25.28048 -4.03917 -17.28965
O 25.19507 -4.04002 -18.71546
H 26.14451 -4.58046 -16.90423
H 25.18864 -3.02061 -16.91255
H 24.39410 -4.47905 -16.83254
C 23.16149 -9.50199 -23.65015
C 23.21532 -10.25255 -22.29673
C 22.67822 -9.53962 -21.09703
O 21.47441 -10.28483 -20.85318
C 21.47966 -11.47029 -21.53647
O 20.65939 -12.38850 -21.39888
O 22.45784 -11.41929 -22.47945
H 23.46268 -10.16460 -24.46153
H 23.73020 -8.57298 -23.69028
H 22.14441 -9.14442 -23.81077
H 24.21999 -10.66134 -22.18891
H 22.55026 -8.51434 -21.44419
H 23.45154 -9.51137 -20.32938
C 26.22056 -7.76095 -10.85271
C 27.41234 -8.47944 -10.36166
C 27.75786 -9.79319 -11.09053
O 29.12191 -9.70848 -11.07841
C 29.58633 -8.45693 -10.85996
O 30.79027 -8.11068 -10.86327
O 28.55739 -7.66959 -10.57824
H 25.36413 -8.42931 -10.94174
H 26.37088 -7.29278 -11.82549
H 25.83582 -7.04684 -10.12462
H 27.24017 -8.77637 -9.32711
H 27.23550 -9.98825 -12.02712
H 27.52577 -10.64311 -10.44877
C 26.81407 3.21185 -17.34148
C 26.20354 3.34088 -18.80393
C 24.70533 2.97116 -18.93079
O 24.12085 4.18313 -19.31585
C 25.03085 5.15615 -19.53955
O 24.78950 6.28677 -19.94900
O 26.28009 4.69354 -19.19573
H 27.90380 3.23506 -17.34870
H 26.55928 2.26469 -16.86601
H 26.47721 3.97522 -16.64013
H 26.86235 2.86132 -19.52787
H 24.32600 2.75197 -17.93271
H 24.52505 2.05249 -19.48904
C 19.01957 -4.38293 -13.37376
C 18.44434 -2.93916 -13.57458
C 19.12411 -2.13182 -14.63549
O 18.10825 -1.47796 -15.39785
C 16.97298 -2.16403 -15.19973
O 15.93549 -1.90926 -15.82169
O 17.15364 -3.00331 -14.09384
H 19.12404 -5.05823 -14.22297
H 18.35901 -4.89382 -12.67323
H 19.98443 -4.23462 -12.88883
H 18.34490 -2.15465 -12.82441
H 19.76305 -2.79363 -15.22017
H 19.72889 -1.42983 -14.06143
C 31.46162 -2.10823 -14.55444
C 32.64345 -2.13230 -15.53084
C 32.18885 -1.83282 -16.95832
O 33.22851 -1.09937 -17.45845
C 34.04058 -0.57623 -16.52066
O 34.95624 0.22411 -16.63907
O 33.66775 -1.09884 -15.30598
H 31.07589 -1.09030 -14.61032
H 31.82110 -2.27752 -13.53945
H 30.65235 -2.82387 -14.69952
H 33.15201 -3.09310 -15.45130
H 31.20193 -1.37015 -16.95353
H 32.12540 -2.79571 -17.46520



No. 6
18
Properties=species:S:1:pos:R:3 method="wB97M-V/def2-TZVPD" lumo_ev=-5.8 total_charge=+1 homo_lumo_gap_ha=0.3159 mol_weight_g_mol=178.1
C -1.23715 1.33430 -1.91400
C -0.18900 1.17175 -0.81654
C 0.37378 -0.26511 -0.96866
C 1.23411 -0.81165 -0.00361
C 1.23574 -0.26274 1.31400
N 2.43066 -1.24101 3.07835
N 1.88980 -0.82822 2.23019
Br -1.75168 -1.54496 2.58388
H -1.27575 2.30083 -2.34880
H -1.07946 0.58665 -2.67164
H -2.32055 1.08089 -1.58892
H -0.65768 1.46143 0.15917
H 0.65109 1.86774 -1.11534
H 0.95491 -0.31154 -1.95374
H -0.28598 -1.01793 -1.13265
H 1.66969 -1.80533 -0.08368
H -2.26176 -2.36330 3.70522
H 0.61922 0.64822 1.52675



What max |F| values result from the calculations? In sequence: 2.6, 1.1, 4.1, 3.9, 4.8, 7.8 eV/Å.